# 1
Here is C24H25Cl2N2O6PtSb as an isolated structure from the OMol25 dataset. Energies are from ωB97M-V/def2-TZVPD.

Properties
Relative energy (zero: lowest compared OMol25 entry of this formula, charge and spin): 8.1 kcal/mol
Highest occupied orbital energy: -9.0 eV

```
! RIJCOSX wB97M-V def2-TZVPD def2/J DEFGRID3
* xyz 0 1
Pt 1.430 -0.068 -0.488
O 1.133 3.466 4.394
C 0.709 2.246 4.607
O 0.165 1.902 5.630
C 0.917 1.236 3.513
C 0.712 -0.122 3.688
Cl 0.403 -0.991 5.108
N 0.950 -0.753 2.517
N 1.285 0.166 1.579
C 1.287 1.364 2.159
C 1.621 2.613 1.332
O 1.821 3.654 1.983
O 1.648 2.443 0.106
C 0.894 -2.143 2.183
C -0.152 -2.936 2.627
C -0.180 -4.275 2.264
C 0.820 -4.806 1.465
C 1.868 -4.002 1.041
C 1.922 -2.665 1.405
H 1.486 3.596 3.440
H -0.950 -2.519 3.223
H -0.997 -4.897 2.604
H 0.789 -5.851 1.184
H 2.666 -4.417 0.440
H 2.769 -2.048 1.131
Cl -0.680 -0.404 -5.517
C 0.584 -0.257 -4.338
C 0.833 -1.291 -3.479
C 1.869 -1.160 -2.521
C 2.627 0.040 -2.478
C 2.337 1.080 -3.375
C 1.328 0.934 -4.289
C 3.793 0.157 -1.491
O 4.806 0.742 -1.758
O 3.460 -0.419 -0.366
H 0.281 -2.218 -3.561
H 2.221 -2.057 -2.022
H 2.929 1.984 -3.332
H 1.096 1.727 -4.987
C -2.645 -1.761 -0.039
C -2.450 -0.803 -1.207
Sb -0.985 0.681 -0.754
C -1.205 2.160 -2.270
C -2.623 2.514 -2.699
C -1.797 1.560 1.013
C -3.247 2.015 0.893
H -3.455 -2.465 -0.237
H -2.894 -1.230 0.883
H -1.742 -2.340 0.146
H -3.377 -0.291 -1.468
H -2.112 -1.335 -2.098
H -0.640 1.775 -3.116
H -0.653 3.024 -1.895
H -3.178 1.634 -3.028
H -2.598 3.210 -3.539
H -3.193 2.987 -1.902
H -1.142 2.390 1.278
H -1.693 0.811 1.801
H -3.347 2.863 0.219
H -3.623 2.327 1.868
H -3.901 1.219 0.531
*
```

Results of the Löwdin charge analysis, in e, for atoms 1 through 2: atom 1 (Pt): 0.94, atom 2 (O): 0.12



# 2
Here is a 2-piece molecular cluster, C3H4N2 overall at a distorted geometry from the OMol25 dataset. Energies are from ωB97M-V/def2-TZVPD.

Properties
Relative energy (zero: lowest compared OMol25 entry of this formula, charge and spin): 61.2 kcal/mol
SMILES: C=C=N.C#N
Highest occupied orbital energy: -9.1 eV

```
! RIJCOSX wB97M-V def2-TZVPD def2/J DEFGRID3
* xyz 0 1
C 0.308 -1.035 1.546
C 0.216 0.207 1.186
N 0.154 1.413 1.101
H 1.065 -1.431 2.150
H -0.253 -1.819 0.871
H 0.500 1.851 0.204
C -0.650 0.278 -2.380
N -0.623 -0.843 -2.373
H -0.717 1.379 -2.305
*
```

Results of the Löwdin charge analysis, in e, for atoms 1 through 2: atom 1 (C): -0.02, atom 2 (C): -0.33



# 3
Here is one molecule with the formula C3H4N2O2 from the OMol25 dataset. Energies are from ωB97M-V/def2-TZVPD.

Properties
Relative energy (zero: lowest compared OMol25 entry of this formula, charge and spin): 102.2 kcal/mol
Highest occupied orbital energy (spin up / spin down): -9.2 / -9.2 eV

```
! RIJCOSX wB97M-V def2-TZVPD def2/J DEFGRID3
* xyz 0 1
C -1.476 -0.806 -0.102
N -0.346 -0.158 -0.155
N 0.754 -0.747 -0.642
C 1.947 -0.362 -0.075
O 2.129 0.289 0.931
C -0.538 1.283 0.240
O 0.262 2.151 0.212
H -2.409 -0.259 -0.153
H -1.458 -1.885 -0.121
H -1.590 1.347 0.575
H 2.775 -0.801 -0.668
*
```

Results of the Löwdin charge analysis, in e, for atoms 1 through 2: atom 1 (C): 0.11, atom 2 (N): -0.16



# 4
Here is a 2-piece molecular cluster, CH4O3S overall at a distorted geometry from the OMol25 dataset. Energies are from ωB97M-V/def2-TZVPD.

Properties
Relative energy (zero: lowest compared OMol25 entry of this formula, charge and spin): 57.8 kcal/mol
Highest occupied orbital energy: -9.8 eV

```
! RIJCOSX wB97M-V def2-TZVPD def2/J DEFGRID3
* xyz 0 1
C -0.741 0.378 -0.628
O -2.000 -0.018 -0.372
O -0.240 1.445 -0.240
O 0.237 -1.155 0.888
S 1.599 -0.564 1.070
H -0.190 -0.291 -1.244
H -2.339 0.660 0.306
H 2.094 -1.213 -0.149
H 1.579 0.758 0.369
*
```

Results of the Löwdin charge analysis, in e, for atoms 1 through 2: atom 1 (C): -0.43, atom 2 (O): 0.06



# 5
Here is one molecule with the formula C2N4O at a distorted geometry from the OMol25 dataset. Energies are from ωB97M-V/def2-TZVPD.

Properties
Relative energy (zero: lowest compared OMol25 entry of this formula, charge and spin): 62.2 kcal/mol
SMILES: N#C/N=[N+](\[O-])C#N
Highest occupied orbital energy (spin up / spin down): -10.9 / -11.6 eV

```
! RIJCOSX wB97M-V def2-TZVPD def2/J DEFGRID3
* xyz 0 1
N -2.963 0.201 -0.003
C -1.787 0.175 -0.080
N -0.587 0.609 0.075
N 0.515 -0.393 0.092
O 0.306 -1.576 -0.028
C 1.769 0.198 -0.003
N 2.746 0.787 -0.052
*
```

Results of the Löwdin charge analysis, in e, for atoms 1 through 2: atom 1 (N): 0.20, atom 2 (C): -0.34



# 6
Here is a 2-piece molecular cluster, C4H4N4O3 overall at a distorted geometry from the OMol25 dataset. Energies are from ωB97M-V/def2-TZVPD.

Properties
Relative energy (zero: lowest compared OMol25 entry of this formula, charge and spin): 92.9 kcal/mol
SMILES: [O-][N+](O)=C1N=CC=N1.N=C=O
Highest occupied orbital energy (spin up / spin down): -9.4 / -9.4 eV

```
! RIJCOSX wB97M-V def2-TZVPD def2/J DEFGRID3
* xyz 0 1
O 1.832 1.411 -1.310
N 0.925 1.300 -0.542
O 1.031 2.088 0.619
C -0.096 0.509 -0.627
N -0.944 0.482 0.423
C -1.648 -0.590 0.170
C -1.363 -1.042 -1.180
N -0.416 -0.308 -1.695
H 1.408 2.975 0.363
H -2.500 -0.969 0.837
H -1.900 -1.935 -1.691
N 1.223 -0.681 1.703
C 0.804 -1.398 0.840
O 0.552 -2.189 0.024
H 1.090 0.347 2.065
*
```

Results of the Löwdin charge analysis, in e, for atoms 1 through 2: atom 1 (O): 0.11, atom 2 (N): -0.22



# 7
Here is C6H12O as an isolated structure from the OMol25 dataset. Energies are from ωB97M-V/def2-TZVPD.

Properties
Relative energy (zero: lowest compared OMol25 entry of this formula, charge and spin): 31.5 kcal/mol
Highest occupied orbital energy: -9.5 eV

```
! RIJCOSX wB97M-V def2-TZVPD def2/J DEFGRID3
* xyz 0 1
C -0.499 -1.888 -2.052
C -0.445 -0.510 -1.388
C -0.443 -0.567 0.148
C -0.420 0.820 0.787
C 0.911 1.596 0.736
O 1.028 1.618 2.165
C -0.257 1.005 2.314
H 0.363 -2.506 -1.774
H -1.405 -2.437 -1.770
H -0.498 -1.801 -3.145
H -1.303 0.086 -1.733
H 0.453 0.018 -1.738
H 0.427 -1.147 0.484
H -1.336 -1.116 0.481
H -1.274 1.392 0.399
H 0.849 2.606 0.310
H 1.752 1.066 0.274
H -0.224 0.126 2.973
H -0.986 1.722 2.727
*
```

Results of the Löwdin charge analysis, in e, for atoms 1 through 2: atom 1 (C): -0.12, atom 2 (C): -0.27



# 8
Here is a 2-piece molecular cluster, C6H12O overall from the OMol25 dataset. Energies are from ωB97M-V/def2-TZVPD.

Properties
Relative energy (zero: lowest compared OMol25 entry of this formula, charge and spin): 68.2 kcal/mol
SMILES: C=C1O[C@@H]1C(C)C.[H][H]
Highest occupied orbital energy: -9.2 eV

```
! RIJCOSX wB97M-V def2-TZVPD def2/J DEFGRID3
* xyz 0 1
C 2.373 0.941 -0.960
C 1.476 0.018 -0.671
O 1.055 -1.198 -1.088
C 0.329 -0.517 -0.004
C -1.050 0.002 -0.325
C -2.064 -1.135 -0.418
C -1.433 1.042 0.730
H 3.105 0.793 -1.745
H 2.385 1.862 -0.390
H 0.457 -1.010 0.963
H -0.980 0.499 -1.301
H -3.054 -0.753 -0.690
H -1.756 -1.864 -1.174
H -2.156 -1.654 0.544
H -1.477 0.590 1.729
H -2.417 1.470 0.515
H -0.705 1.861 0.762
H 2.957 -0.705 2.053
H 2.955 -0.243 1.467
*
```

Results of the Löwdin charge analysis, in e, for atoms 1 through 2: atom 1 (C): 0.05, atom 2 (C): -0.37



no.,calculated total energy (eV)
1,-75388.5387
2,-6153.2460
3,-10247.8323
4,-18077.3402
5,-10075.4955
6,-16310.3746
7,-8462.9889
8,-8461.3975